[1]
DFT (the ωB97M-V functional and the def2-TZVPD basis) results for one molecule with the formula C5H4N2O at a distorted geometry.

Values from the calculation:
Gap between HOMO and LUMO in eV: 8.5
ΔE to the lowest compared entry with this formula, charge and spin in kJ/mol: 451.7
E_HOMO in eV: -9.572
SMILES: C#C/C(C=O)=N\N=C
Molar mass in g mol⁻¹: 108.100
Lowest unoccupied orbital energy in eV: -1.109
Multiplicity: 1
Calculated total energy in eV: -10272.0803

```
12
Properties=species:S:1:pos:R:3:lowdin_charge:R:1
C 1.580 0.589 -1.943 -0.01
C -0.573 0.227 0.716 -0.22
C -0.704 0.725 2.117 -0.23
C -0.946 -1.120 0.348 -0.07
C -1.152 -2.162 -0.157 0.14
H 2.605 0.477 -1.518 0.07
H 1.570 0.301 -3.050 0.09
H -0.188 1.764 2.318 0.14
H -1.648 -2.940 -0.714 0.05
N 0.498 0.847 -1.248 -0.05
N 0.311 1.066 0.079 0.08
O -1.355 0.226 3.052 0.02
```

---

[2]
DFT (the ωB97M-V functional and the def2-TZVPD basis) results for a 3-piece molecular cluster, CH2N3O overall at a distorted geometry.

Values from the calculation:
Gap between HOMO and LUMO in eV: 6.9
ΔE to the lowest compared entry with this formula, charge and spin in kJ/mol: 263.2
E_HOMO in eV: -2.135
Molar mass in g mol⁻¹: 72.047
Net charge: -1
Lowest unoccupied orbital energy in eV: 4.748
Multiplicity: 1
Calculated total energy in eV: -7583.0370

```
7
Properties=species:S:1:pos:R:3:lowdin_charge:R:1
C 1.862 -0.078 -0.050 -0.14
N 2.768 0.343 -0.610 0.01
N -1.187 1.303 -0.227 0.09
N -1.575 0.253 -0.258 -0.57
O -2.132 -0.698 -0.674 -0.12
H 1.144 -0.445 0.580 -0.12
H -0.879 -0.679 1.239 -0.14
```

---

[3]
DFT (the ωB97M-V functional and the def2-TZVPD basis) results for C16H31Br3ClFNO6PS as an isolated structure.

Values from the calculation:
Gap between HOMO and LUMO in eV: 9.3
E_HOMO in eV: -9.291
Molar mass in g mol⁻¹: 690.629
Lowest unoccupied orbital energy in eV: -0.022
Multiplicity: 1
Calculated total energy in eV: -276362.7301

```
61
Properties=species:S:1:pos:R:3:lowdin_charge:R:1
C 1.823 -2.316 2.336 -0.08
C 1.936 -2.759 0.866 -0.16
C 0.593 -2.870 0.152 -0.28
F -0.350 -3.380 1.045 -0.01
C 0.075 -1.550 -0.462 -0.23
C -0.532 -1.826 -1.828 -0.09
O -0.725 -0.627 -2.581 -0.05
C 0.359 -0.155 -3.253 -0.53
C 0.479 1.342 -3.188 0.03
O 1.102 -0.867 -3.863 0.13
O -0.816 -0.999 0.486 -0.11
C -1.270 0.333 0.348 -0.34
C -0.446 1.306 1.191 -0.11
C 1.063 1.230 0.935 -0.17
C 1.763 2.555 1.287 -0.20
C 1.972 3.445 0.065 -0.23
C 2.805 4.691 0.350 -0.30
N 2.976 5.601 -0.784 -0.02
C -2.752 0.350 0.819 -0.79
Cl -2.969 -0.826 2.183 0.77
O -3.127 1.566 1.395 -0.24
C -3.476 2.652 0.532 -0.09
P -3.951 -0.225 -0.501 0.17
O -5.343 -0.052 0.276 -0.20
O -3.716 -1.801 -0.611 -0.21
S -3.817 0.623 -2.200 0.40
H 2.032 -3.144 3.011 0.07
H 0.826 -1.936 2.563 0.07
H 2.536 -1.522 2.562 0.07
H 2.588 -2.091 0.301 0.12
H 2.385 -3.752 0.830 0.07
H 0.663 -3.621 -0.636 0.08
H 0.945 -0.899 -0.609 0.14
H 0.140 -2.486 -2.381 0.13
H -1.494 -2.329 -1.736 0.14
H 0.111 1.737 -2.243 0.07
H -0.128 1.778 -3.984 0.10
H 1.515 1.622 -3.363 0.09
H -1.265 0.646 -0.702 0.12
H -0.643 1.097 2.245 0.13
H -0.777 2.322 0.964 0.11
H 1.500 0.430 1.532 0.10
H 1.266 1.018 -0.119 0.09
H 1.154 3.092 2.021 0.12
H 2.736 2.353 1.742 0.11
H 1.003 3.734 -0.363 0.11
H 2.486 2.857 -0.707 0.11
H 2.359 5.261 1.169 0.11
H 3.805 4.372 0.657 0.11
H 3.265 5.074 -1.602 0.06
H 2.084 6.020 -1.027 0.06
H -3.473 3.537 1.164 0.10
H -2.756 2.781 -0.278 0.08
H -4.470 2.519 0.104 0.07
H -5.213 0.064 1.231 0.06
H -4.068 -2.284 0.151 0.07
C 1.010 -6.648 0.540 -1.65
Br 0.007 -8.200 1.058 0.59
Br 2.830 -6.743 1.162 0.59
Br 0.938 -6.363 -1.361 0.60
H 0.549 -5.790 1.013 -0.05
```

---

Question: Look up the lowest unoccupied orbital energy of the third one.
Answer: -0.022 eV

---

Question: Which formula does entry 3 have?
Answer: C16H31Br3ClFNO6PS

---

Question: molar mass of number 3 (C16H31Br3ClFNO6PS)?
Answer: 690.629 g mol⁻¹